Formula: C18H17NO5
Source: the Open Molecules 2025 dataset
Level of theory: ωB97M-V/def2-TZVPD

```
41
Properties=species:S:1:pos:R:3:forces:R:3
O 0.59008 -3.74897 3.52127 -0.75 3.17 -2.93
O 4.10493 0.06927 0.40419 -0.53 -0.54 3.60
O 4.10928 0.03765 2.71589 -0.46 -0.61 -3.75
O 0.28123 -1.80105 2.19175 -1.25 -1.63 -0.21
O -0.59500 1.85212 -0.91312 -0.02 -0.91 0.10
C -0.08975 -3.09396 2.68321 2.52 -1.99 3.90
C 1.24987 0.68032 1.11250 1.84 -0.91 0.64
C 2.18419 -0.20727 1.60182 -5.37 0.31 -0.84
C -3.85092 -1.77069 -2.80494 0.53 -0.94 1.15
C 1.76267 4.61572 -0.41270 -1.31 -1.85 -1.51
C 2.61931 4.09586 0.55462 0.09 1.62 -0.68
C -2.99368 -1.37845 -3.85187 -2.33 -1.59 0.77
C -3.55212 -1.46477 -1.47525 1.60 1.75 -0.16
C 0.71212 3.74149 -0.90119 0.44 2.27 -0.75
C 2.45732 2.83218 1.07762 -0.26 -1.00 1.77
C -1.95701 -0.56620 -3.56183 1.95 0.95 -1.54
C -2.49660 -0.51771 -1.17262 -1.47 -1.42 -2.71
C 0.56234 2.48577 -0.41891 0.17 -0.79 -0.43
C 1.50010 1.97151 0.51732 -0.56 0.58 0.14
C -1.72519 -0.07164 -2.27980 0.91 1.22 3.04
N 3.59270 -0.06962 1.54842 1.66 1.60 0.13
C -1.40594 -3.85675 2.42750 0.81 1.66 0.06
C 1.61884 -1.33937 2.45065 1.51 -1.79 0.85
C -0.44550 0.85581 -1.95688 -1.45 -1.69 0.67
H 0.17505 0.57716 1.27341 0.36 -1.02 0.15
H -4.62694 -2.52560 -2.90133 0.00 0.23 -0.61
H 1.90797 5.57577 -0.93187 0.02 -0.46 0.68
H 3.43211 4.75001 0.84275 -0.01 -0.13 0.51
H -3.17265 -1.84958 -4.82267 0.26 0.57 0.16
H -4.04771 -1.94727 -0.64203 -0.37 0.15 -0.16
H -0.04948 3.94780 -1.71510 1.21 0.50 1.12
H 2.88275 2.55151 2.13612 -0.26 0.37 -2.56
H -1.29755 -0.39288 -4.46213 -0.34 0.40 1.45
H -2.40678 -0.19128 -0.15616 0.58 0.24 0.21
H -1.85431 -4.19051 3.39845 0.71 0.17 -1.18
H -1.20015 -4.59095 1.67854 0.45 -1.18 0.18
H -2.03855 -3.25566 1.86820 -1.87 1.47 -0.62
H 2.25838 -2.23631 2.42102 0.07 0.36 -0.19
H 1.72139 -0.99767 3.46679 -0.37 0.03 0.64
H 0.31219 0.16960 -1.59900 0.46 -0.17 -0.32
H -0.22900 1.25458 -2.91264 0.83 0.98 -0.76
```
Forces are in eV/Å.

## Properties
E_tot (eV): -30662.5195
E_LUMO (eV): -0.95
E_HOMO (eV): -9.078
Molar mass (g/mol): 327.3
SMILES string: CC(=O)OC/C(=C/c1ccccc1OCc1ccccc1)[N+](=O)[O-]
F_max (Eh/bohr): 0.106
HOMO-LUMO gap (eV): 8.1